Entry 1:
Computed, not measured: a 6-piece molecular cluster, C41H46N6O15PS4 overall at a distorted geometry, with ωB97M-V/def2-TZVPD.

```
113
Properties=species:S:1:pos:R:3:mulliken_charge:R:1
C -0.656 -0.956 3.366 -1.575
C -1.592 -1.799 2.511 0.723
O -0.806 -2.869 1.926 -0.438
N 0.168 -2.342 1.017 0.241
O 1.090 -3.057 0.963 -0.414
N -2.239 -1.136 1.345 0.879
C -2.634 0.307 1.636 -1.290
C -1.580 1.308 1.104 -0.887
C -1.466 2.491 2.099 -0.712
S -3.008 3.470 2.012 -0.265
C -3.407 -1.884 1.100 -0.128
N -3.799 -1.770 -0.179 -0.134
S -5.228 -2.465 -0.886 -0.054
P -2.874 -0.832 -1.362 0.280
S -3.770 0.817 -1.783 -0.297
N -3.903 -2.548 2.207 0.583
C -4.658 -3.817 2.141 -1.085
C -6.218 -3.636 2.369 -0.699
C -6.677 -2.207 2.694 0.386
C -8.145 -2.280 3.234 -0.993
S -9.102 -0.758 3.065 1.210
O -9.459 -0.312 4.406 -0.647
O -10.213 -0.973 2.129 -0.598
O -8.101 0.343 2.464 -0.445
C -2.810 -2.445 3.238 -0.098
N -2.309 -3.696 3.822 -0.632
N -3.303 -1.628 4.352 -0.468
H -1.176 -0.330 4.101 0.389
H 0.017 -1.646 3.898 0.448
H -0.032 -0.293 2.746 0.299
H -2.911 0.453 2.687 0.593
H -3.556 0.485 1.055 0.706
H -1.954 1.726 0.157 0.393
H -0.588 0.856 0.995 0.329
H -1.308 2.122 3.125 0.378
H -0.623 3.149 1.854 0.403
H -3.005 4.045 3.229 0.150
H -6.001 -1.369 -1.021 0.178
H -1.556 -0.751 -0.895 0.062
H -2.873 -1.735 -2.438 0.118
H -4.472 -4.290 1.166 0.546
H -4.340 -4.513 2.920 0.417
H -6.561 -4.305 3.170 0.503
H -6.723 -3.966 1.455 0.190
H -6.087 -1.749 3.499 -0.031
H -6.697 -1.571 1.802 -0.012
H -8.716 -3.096 2.776 0.488
H -8.095 -2.437 4.322 0.402
H -8.068 0.257 1.498 0.342
H -2.194 -4.447 3.140 0.294
H -2.975 -4.060 4.504 0.287
H -2.722 -1.837 5.162 0.333
H -4.245 -1.937 4.581 0.322
C 2.912 2.593 0.764 -0.523
C 3.812 3.491 1.157 -0.206
C 3.812 4.869 0.603 0.466
O 4.637 5.686 0.952 -0.599
C 2.775 5.205 -0.404 -0.360
C 1.877 4.305 -0.797 -0.636
C 1.876 2.931 -0.241 0.576
O 1.053 2.109 -0.598 -0.675
H 2.896 1.581 1.151 0.495
H 4.580 3.266 1.886 0.480
H 2.796 6.213 -0.798 0.450
H 1.115 4.527 -1.533 0.536
C 9.706 2.320 0.792 -0.328
C 8.574 1.914 0.225 -0.335
C 7.480 2.871 -0.057 0.291
O 6.435 2.502 -0.564 -0.508
C 7.687 4.293 0.303 -0.179
C 8.817 4.699 0.876 -0.553
C 9.918 3.743 1.165 0.229
O 10.949 4.112 1.682 -0.540
H 10.518 1.638 1.011 0.455
H 8.406 0.879 -0.046 0.714
H 6.870 4.968 0.080 0.317
H 8.991 5.731 1.152 0.438
C 3.844 3.614 -5.912 -0.438
C 4.682 2.625 -6.213 -0.421
C 5.351 1.831 -5.150 0.230
O 6.117 0.931 -5.422 -0.546
C 5.046 2.184 -3.742 -0.442
C 4.209 3.173 -3.443 0.046
C 3.541 3.965 -4.502 0.288
O 2.773 4.864 -4.225 -0.541
H 3.347 4.205 -6.671 0.418
H 4.917 2.352 -7.235 0.422
H 5.539 1.599 -2.976 0.543
H 3.978 3.444 -2.420 0.439
C -8.148 -3.137 -3.405 -0.222
C -8.923 -2.941 -4.469 -0.447
C -10.275 -2.337 -4.331 0.247
O -10.981 -2.160 -5.296 -0.506
C -10.719 -1.963 -2.964 -0.415
C -9.939 -2.163 -1.903 -0.394
C -8.602 -2.760 -2.049 0.397
O -7.874 -2.945 -1.078 -0.456
H -7.161 -3.577 -3.481 0.419
H -8.615 -3.208 -5.471 0.425
H -11.705 -1.524 -2.883 0.442
H -10.245 -1.894 -0.899 0.527
C 10.527 -2.764 -0.680 -0.439
C 11.021 -3.367 -1.759 -0.431
C 10.992 -2.709 -3.089 0.252
O 11.439 -3.257 -4.072 -0.527
C 10.392 -1.352 -3.170 -0.538
C 9.899 -0.751 -2.091 -0.133
C 9.928 -1.411 -0.762 0.687
O 9.478 -0.866 0.229 -0.550
H 10.536 -3.225 0.299 0.420
H 11.463 -4.354 -1.721 0.409
H 10.380 -0.891 -4.149 0.435
H 9.457 0.237 -2.132 0.421
```

Output
* total charge: +1


Entry 2:
Computed, not measured: C41H47AlIO12SSi2 as an isolated structure at a distorted geometry, with ωB97M-V/def2-TZVPD.

```
105
Properties=species:S:1:pos:R:3:mulliken_charge:R:1
C 3.507 5.467 1.360 -0.911
C 2.242 4.517 1.786 -0.293
I 0.940 5.718 3.108 -0.098
C 1.329 3.997 0.485 -0.113
C 2.062 2.637 -0.058 0.086
O 3.251 3.037 -0.883 -0.713
Al 3.788 1.277 -1.435 0.796
Si 5.636 0.914 -0.052 0.312
C 7.207 1.468 -1.092 -0.905
C 5.938 -0.920 0.451 -0.776
C 5.479 2.093 1.488 -0.546
O 2.147 0.354 -1.050 -0.723
C 1.250 1.556 -0.980 0.626
S 1.369 2.142 -2.795 -0.190
Si -0.636 1.269 -0.736 0.098
C -0.938 0.832 1.128 -0.670
C -1.665 2.902 -1.098 -0.544
C -1.395 -0.085 -1.898 0.127
H 4.165 5.063 0.481 0.163
H 4.224 5.510 2.312 0.297
H 3.147 6.561 1.157 0.387
H 2.559 3.557 2.418 0.414
H 1.316 4.893 -0.279 0.184
H 0.248 3.851 0.909 -0.053
H 2.555 2.060 0.833 0.032
H 4.089 1.032 -2.969 -0.460
H 8.157 0.878 -0.746 0.218
H 7.357 2.648 -1.070 0.252
H 6.906 1.223 -2.221 0.204
H 6.514 -0.894 1.496 0.248
H 6.711 -1.377 -0.322 0.014
H 4.964 -1.558 0.578 0.270
H 6.523 2.074 2.037 0.363
H 4.610 1.774 2.231 0.156
H 5.289 3.179 1.066 -0.104
H 0.868 3.452 -2.845 0.048
H -0.152 -0.024 1.388 0.290
H -0.727 1.823 1.755 0.140
H -2.050 0.454 1.303 0.124
H -2.786 2.596 -1.366 0.275
H -1.171 3.549 -1.957 0.194
H -1.696 3.577 -0.130 -0.001
H -1.624 0.344 -2.965 -0.179
H -0.680 -1.004 -2.018 0.372
H -2.401 -0.437 -1.412 -0.395
C -4.019 3.251 2.480 -0.146
C -4.058 3.918 3.638 -0.461
C -4.828 3.410 4.790 0.231
O -4.866 4.021 5.849 -0.609
C -5.553 2.135 4.613 -0.302
C -5.514 1.468 3.456 -0.449
C -4.743 1.977 2.304 0.316
O -4.706 1.366 1.245 -0.552
H -3.459 3.611 1.625 0.441
H -3.531 4.854 3.783 0.465
H -6.112 1.776 5.468 0.657
H -6.041 0.533 3.311 0.430
C 7.962 -5.240 -2.804 -0.329
C 8.323 -4.036 -2.349 -0.268
C 7.875 -2.798 -3.019 0.396
O 8.206 -1.696 -2.604 -0.513
C 7.013 -2.943 -4.208 -0.393
C 6.653 -4.147 -4.663 -0.345
C 7.100 -5.384 -3.994 0.380
O 6.769 -6.486 -4.408 -0.575
H 8.282 -6.157 -2.325 0.391
H 8.954 -3.913 -1.477 0.410
H 6.693 -2.025 -4.687 0.449
H 6.021 -4.270 -5.535 0.396
C -5.611 -2.278 7.279 -0.423
C -5.423 -2.551 8.574 -0.376
C -4.910 -1.528 9.506 0.329
O -4.736 -1.777 10.691 -0.559
C -4.614 -0.191 8.952 -0.465
C -4.801 0.081 7.657 -0.124
C -5.315 -0.942 6.725 0.345
O -5.488 -0.692 5.540 -0.431
H -5.986 -3.017 6.582 0.426
H -5.637 -3.526 8.995 0.391
H -4.239 0.548 9.650 0.429
H -4.588 1.057 7.236 0.462
C -2.246 0.034 -7.784 -0.347
C -2.284 0.701 -6.627 -0.436
C -3.055 0.193 -5.475 0.497
O -3.092 0.804 -4.416 -0.580
C -3.779 -1.082 -5.651 -0.278
C -3.741 -1.749 -6.809 -0.268
C -2.970 -1.240 -7.961 0.369
O -2.932 -1.851 -9.020 -0.586
H -1.686 0.394 -8.639 0.404
H -1.758 1.637 -6.482 0.447
H -4.339 -1.441 -4.796 0.352
H -4.267 -2.684 -6.954 0.409
C -3.573 -6.098 -1.111 -0.443
C -3.676 -5.568 -2.334 -0.365
C -3.723 -4.106 -2.534 0.231
O -3.819 -3.620 -3.652 -0.461
C -3.651 -3.253 -1.331 -0.055
C -3.549 -3.783 -0.108 -0.418
C -3.501 -5.245 0.092 0.401
O -3.406 -5.731 1.210 -0.570
H -3.538 -7.168 -0.947 0.387
H -3.729 -6.180 -3.226 0.423
H -3.687 -2.183 -1.495 0.389
H -3.496 -3.171 0.784 0.462
```

Output
* total charge: -1


Entry 3:
Computed, not measured: C41H47BeBr2F4NP2 as an isolated structure, with ωB97M-V/def2-TZVPD.

```
98
Properties=species:S:1:pos:R:3:mulliken_charge:R:1
Be 0.640 -1.149 0.142 -1.260
F 2.804 -3.857 6.030 -0.254
C 2.720 -3.078 4.971 0.399
C 3.746 -2.185 4.658 0.257
F 4.836 -2.129 5.397 -0.270
C 3.616 -1.340 3.552 0.399
F 4.589 -0.475 3.307 -0.230
C 2.506 -1.377 2.710 -1.176
P 2.239 -0.170 1.347 2.018
C 3.812 0.272 0.563 0.972
C 4.088 -0.237 -0.706 -0.497
C 5.254 0.115 -1.360 -0.941
C 6.140 1.000 -0.764 -0.745
C 5.855 1.533 0.485 -0.967
C 4.698 1.177 1.149 -0.562
C 1.838 1.302 2.341 1.130
C 2.019 2.556 1.756 -0.970
C 1.783 3.702 2.492 -0.831
C 1.345 3.611 3.804 -0.811
C 1.123 2.369 4.374 -0.715
C 1.368 1.216 3.650 -0.722
C 1.522 -2.316 3.020 0.436
Br 0.036 -2.567 1.863 0.129
C 1.603 -3.141 4.133 0.337
F 0.617 -3.988 4.388 -0.302
H 3.380 -0.896 -1.191 0.226
H 5.469 -0.298 -2.333 0.500
H 7.043 1.285 -1.279 0.454
H 6.538 2.230 0.946 0.465
H 4.483 1.603 2.118 0.535
H 2.384 2.635 0.741 0.477
H 1.955 4.669 2.047 0.522
H 1.189 4.504 4.387 0.447
H 0.768 2.290 5.389 0.489
H 1.204 0.257 4.121 0.390
C -4.118 0.610 2.598 -1.202
C -2.843 -0.223 2.621 -0.527
C -1.659 0.674 2.295 0.433
C -1.737 1.311 0.906 0.256
C -3.131 1.928 0.646 -1.107
C -4.350 1.183 1.205 -0.254
P -1.028 0.244 -0.469 1.449
C -0.150 1.640 -1.424 1.353
C -0.873 2.949 -1.769 -1.404
C -1.615 2.925 -3.101 -0.136
C -0.685 2.511 -4.235 -1.266
C -0.054 1.160 -3.918 -0.087
C 0.729 1.243 -2.612 -0.477
C -2.540 -0.728 -1.066 2.025
C -2.354 -2.246 -0.960 0.247
C -3.721 -2.933 -1.022 -0.751
C -4.429 -2.591 -2.330 -0.852
C -4.557 -1.082 -2.485 -0.863
C -3.191 -0.395 -2.406 -0.108
H -4.032 1.419 3.325 0.369
H -4.974 0.002 2.885 0.532
H -2.910 -1.043 1.903 -0.049
H -2.704 -0.658 3.611 0.522
H -0.715 0.130 2.396 -1.288
H -1.641 1.483 3.031 0.813
H -1.013 2.139 0.914 0.664
H -3.283 2.081 -0.424 0.136
H -3.113 2.914 1.116 0.560
H -4.667 0.378 0.541 -0.253
H -5.181 1.890 1.236 0.618
H 0.546 1.876 -0.598 -1.141
H -0.090 3.711 -1.843 0.607
H -1.541 3.266 -0.970 0.450
H -2.016 3.920 -3.294 0.461
H -2.459 2.238 -3.058 -0.096
H 0.096 3.262 -4.359 0.397
H -1.242 2.453 -5.172 0.492
H 0.610 0.858 -4.728 0.467
H -0.847 0.415 -3.835 -0.267
H 1.490 2.019 -2.727 0.781
H 1.265 0.311 -2.405 -0.365
H -3.262 -0.463 -0.289 -1.029
H -1.867 -2.516 -0.018 -0.979
H -1.753 -2.639 -1.780 0.428
H -4.333 -2.617 -0.174 0.328
H -3.586 -4.014 -0.945 0.452
H -5.419 -3.044 -2.340 0.488
H -3.873 -3.004 -3.173 0.335
H -5.204 -0.692 -1.698 0.309
H -5.023 -0.844 -3.440 0.466
H -3.340 0.681 -2.498 -0.288
H -2.569 -0.732 -3.237 0.281
Br 2.996 -3.489 0.212 0.161
C 2.003 -3.112 -1.354 0.431
C 2.302 -3.823 -2.507 -0.934
C 1.624 -3.521 -3.677 -0.814
C 0.658 -2.528 -3.634 -1.487
C 0.410 -1.889 -2.436 0.097
N 1.075 -2.144 -1.296 1.427
H 3.064 -4.584 -2.483 0.527
H 1.845 -4.036 -4.600 0.522
H 0.109 -2.242 -4.518 0.586
H -0.339 -1.118 -2.382 0.225
```

Output
* total charge: +2


Number 1: LUMO level -3.92 eV, E_HOMO -11.37 eV, gap between HOMO and LUMO 0.2738 hartree. Number 2: LUMO level -0.66 eV, E_HOMO -4.52 eV, gap between HOMO and LUMO 0.1420 hartree. Number 3: LUMO level -5.80 eV, E_HOMO -14.38 eV, gap between HOMO and LUMO 0.3155 hartree.